Record 1
{"formula": "C14H9ClFNO2S", "method": "the ωB97M-V functional and the def2-TZVPD basis", "symbols": ["O", "C", "N", "H", "C", "C", "C", "C", "C", "O", "H", "H", "H", "H", "H", "C", "C", "C", "C", "C", "C", "C", "C", "S", "H", "F", "H", "H", "Cl"], "positions_angstrom": [[0.118, 0.896, 2.427], [0.597, 0.539, 1.321], [1.813, -0.209, 1.210], [2.128, -0.586, 0.502], [2.591, -0.375, 2.664], [2.429, -2.062, 2.975], [2.410, -3.202, 2.217], [2.519, -4.239, 2.853], [2.372, -3.797, 4.143], [2.271, -2.417, 4.142], [2.221, -4.476, 4.997], [2.578, -5.363, 2.560], [2.689, -2.945, 1.061], [2.079, -0.124, 3.356], [3.696, -0.194, 2.498], [-0.053, 0.560, 0.209], [-1.223, 1.467, -0.057], [-1.566, 1.328, -1.442], [-2.550, 2.002, -2.280], [-2.850, 1.725, -3.464], [-1.811, 1.098, -4.197], [-0.846, 0.212, -3.611], [-0.626, 0.467, -2.359], [0.559, -0.270, -1.297], [0.103, -0.144, -4.415], [-2.146, 0.960, -5.620], [-3.692, 2.442, -3.865], [-3.188, 2.511, -1.656], [-2.041, 2.162, 1.134]], "orbital_gap_ev": 6.95, "lumo_ev": -1.18, "molar_mass_da": 309.75, "e_homo_ev": -8.1, "total_energy_ha": -1701.99275}

Record 2
{"formula": "C14H9N7O6SSn", "method": "the ωB97M-V functional and the def2-TZVPD basis", "symbols": ["Sn", "O", "C", "O", "C", "C", "C", "C", "C", "N", "C", "O", "O", "H", "H", "H", "N", "C", "N", "C", "N", "C", "S", "C", "O", "H", "H", "H", "H", "H", "H", "O", "N", "C", "C", "N", "C", "N"], "positions_angstrom": [[0.215, -0.894, 1.628], [3.273, -0.307, 4.494], [2.543, -0.289, 3.534], [1.382, -0.854, 3.407], [2.998, 0.474, 2.290], [4.209, 1.151, 2.302], [4.618, 1.815, 1.163], [3.812, 1.770, 0.034], [2.622, 1.080, 0.105], [2.209, 0.446, 1.213], [1.786, 0.988, -1.130], [2.157, 1.263, -2.225], [0.558, 0.485, -0.817], [4.790, 1.123, 3.212], [5.557, 2.353, 1.144], [4.077, 2.258, -0.892], [-0.699, -1.100, -2.018], [-0.338, 0.182, -1.840], [-0.888, 1.104, -2.533], [-0.635, 2.381, -2.250], [-0.475, 3.496, -2.001], [-4.322, 0.948, 1.104], [-2.965, 1.003, -0.053], [-3.725, 0.078, -1.373], [-1.913, 0.076, 0.543], [-4.601, -0.092, 1.271], [-5.155, 1.520, 0.697], [-3.976, 1.404, 2.029], [-3.990, -0.911, -0.998], [-3.000, 0.000, -2.181], [-4.605, 0.623, -1.713], [0.800, -1.958, -0.462], [-0.209, -2.054, -1.255], [-0.824, -3.240, -1.320], [-1.964, -3.402, -2.153], [-2.904, -3.563, -2.795], [-0.383, -4.271, -0.445], [-0.035, -5.089, 0.284]], "orbital_gap_ev": 7.43, "lumo_ev": -1.73, "molar_mass_da": 522.05, "e_homo_ev": -9.2, "total_energy_ha": -1986.02967, "de_lowest_kj_mol": 0.0}

Record 3
{"formula": "C15H10Cl5MnN4O6", "method": "the ωB97M-V functional and the def2-TZVPD basis", "symbols": ["Mn", "O", "C", "O", "C", "C", "N", "N", "C", "C", "O", "O", "H", "H", "H", "C", "C", "N", "O", "C", "C", "N", "O", "H", "H", "H", "H", "H", "H", "H", "Cl", "C", "C", "C", "Cl", "C", "Cl", "C", "Cl", "C", "Cl"], "positions_angstrom": [[-0.167, 0.044, -0.622], [3.871, 4.128, -1.379], [4.425, 2.919, -1.331], [5.603, 2.732, -1.410], [3.511, 1.747, -1.146], [3.978, 0.441, -1.077], [2.929, -0.364, -0.907], [1.797, 0.341, -0.855], [2.138, 1.624, -1.007], [0.979, 2.554, -1.069], [1.093, 3.741, -1.182], [-0.181, 1.892, -1.032], [2.898, 4.096, -1.291], [4.989, 0.072, -1.153], [2.883, -1.372, -0.824], [-3.976, -1.449, -1.548], [-2.565, -1.227, -1.156], [-2.036, -0.047, -1.111], [-2.781, 0.988, -1.617], [-1.618, -2.322, -0.903], [-1.891, -3.778, -0.984], [-0.405, -1.859, -0.792], [0.660, -2.516, -0.879], [-4.282, -0.740, -2.313], [-4.610, -1.279, -0.672], [-4.127, -2.469, -1.891], [-2.214, 1.769, -1.460], [-2.882, -4.011, -0.596], [-1.145, -4.317, -0.405], [-1.829, -4.134, -2.016], [-2.351, 2.003, 1.140], [-1.272, 1.000, 2.034], [-0.340, 0.136, 1.458], [0.503, -0.616, 2.268], [1.698, -1.700, 1.660], [0.399, -0.525, 3.658], [1.420, -1.454, 4.667], [-0.540, 0.320, 4.234], [-0.672, 0.419, 5.932], [-1.372, 1.084, 3.425], [-2.518, 2.127, 4.150]], "multiplicity": 4, "orbital_gap_ev": [5.75, 6.87], "lumo_ev": [-6.67, -5.55], "molar_mass_da": 574.47, "e_homo_ev": [-12.4, -12.4], "total_energy_ha": -4699.70477, "charge": 1, "s_squared": 4.14}

Record 4
{"formula": "C15H11Al2BCaCl4F8IKNO9PS", "method": "the ωB97M-V functional and the def2-TZVPD basis", "symbols": ["O", "C", "N", "C", "O", "C", "C", "C", "C", "C", "C", "P", "O", "I", "H", "H", "H", "H", "H", "Cl", "Ca", "C", "C", "C", "O", "C", "C", "C", "O", "H", "H", "H", "H", "F", "Al", "F", "F", "F", "Cl", "C", "Cl", "Cl", "H", "H", "K", "O", "S", "O", "O", "O", "Al", "B", "F", "F", "F", "F"], "positions_angstrom": [[-3.051, 1.279, 5.065], [-2.380, 0.634, 4.262], [-1.021, 0.793, 3.909], [-0.933, 0.551, 2.448], [-0.261, 1.262, 1.696], [-1.894, -0.626, 2.285], [-2.859, -0.558, 3.421], [-3.972, -1.450, 3.613], [-4.121, -2.593, 2.547], [-3.159, -2.668, 1.452], [-2.026, -1.706, 1.300], [-0.867, -1.905, -0.076], [-0.059, -0.519, -0.452], [-2.397, -2.315, -2.094], [-0.319, 0.357, 4.539], [-4.671, -1.294, 4.498], [-4.937, -3.385, 2.590], [-3.265, -3.519, 0.703], [-0.626, 0.273, -0.533], [-3.963, -3.605, -3.452], [-5.490, -3.666, 4.311], [-0.462, -2.881, -5.291], [-0.840, -2.386, -6.465], [0.073, -2.406, -7.635], [-0.273, -1.953, -8.705], [1.416, -2.999, -7.440], [1.790, -3.493, -6.261], [0.882, -3.473, -5.099], [1.217, -3.926, -4.017], [-1.109, -2.877, -4.424], [-1.819, -1.951, -6.622], [2.070, -3.005, -8.302], [2.769, -3.928, -6.104], [2.855, 3.031, 1.158], [3.092, 3.333, 2.837], [4.743, 3.712, 3.145], [2.642, 1.879, 3.762], [2.054, 4.693, 3.345], [-4.964, -3.530, 0.183], [-0.688, 6.550, 2.901], [-0.399, 7.044, 1.233], [-1.383, 7.869, 3.854], [-1.381, 5.712, 2.905], [0.257, 6.252, 3.349], [0.453, 2.631, 3.992], [4.869, 4.063, 6.394], [4.389, 2.848, 7.053], [5.014, 2.754, 8.371], [4.757, 1.666, 6.273], [2.933, 2.910, 7.174], [-4.329, 0.213, 6.694], [4.332, -0.737, -8.060], [5.393, -0.137, -7.339], [4.365, -0.299, -9.406], [4.468, -2.157, -8.018], [3.087, -0.364, -7.469]], "orbital_gap_ev": 1.30, "lumo_ev": -6.92, "molar_mass_da": 976.94, "e_homo_ev": -8.2, "total_energy_ha": -6774.18567}

Record 5
{"formula": "C15H11Cl4LuN5O2", "method": "the ωB97M-V functional and the def2-TZVPD basis", "symbols": ["Lu", "Cl", "C", "C", "Cl", "C", "Cl", "C", "O", "C", "O", "C", "Cl", "N", "C", "C", "N", "C", "C", "N", "H", "H", "H", "H", "H", "N", "C", "C", "C", "C", "C", "N", "H", "H", "H", "H", "H", "H"], "positions_angstrom": [[0.622, -0.008, 0.243], [-5.707, -1.322, -1.484], [-4.362, -0.761, -0.506], [-4.363, -0.921, 0.899], [-5.746, -1.504, 1.671], [-3.183, -0.660, 1.579], [-3.157, -0.831, 3.274], [-2.096, -0.215, 0.889], [-0.868, -0.112, 1.467], [-2.152, -0.025, -0.464], [-0.973, 0.366, -0.985], [-3.280, -0.295, -1.236], [-3.126, -0.363, -2.942], [-0.604, 5.331, 0.347], [0.391, 4.488, 0.520], [0.295, 3.093, 0.200], [1.282, 2.248, 0.391], [2.412, 2.787, 0.891], [2.523, 4.074, 1.303], [1.544, 4.923, 1.086], [-1.524, 5.138, 0.029], [-0.530, 6.188, 0.897], [-0.679, 2.663, -0.135], [3.218, 2.041, 1.016], [3.399, 4.416, 1.864], [2.478, -1.564, 0.918], [2.266, -2.505, -0.192], [2.976, -3.614, -0.521], [2.465, -4.388, -1.561], [1.338, -4.127, -2.287], [0.678, -2.930, -1.893], [1.141, -2.159, -0.881], [3.454, -1.219, 0.955], [2.236, -1.895, 1.854], [3.850, -3.933, 0.018], [3.081, -5.291, -1.778], [0.909, -4.585, -3.144], [-0.208, -2.527, -2.302]], "orbital_gap_ev": 7.00, "lumo_ev": -3.31, "molar_mass_da": 610.07, "e_homo_ev": -10.3, "total_energy_ha": -4078.68300, "charge": 1}

Record 6
{"formula": "C15H11F6N5O4S3Zr", "method": "the ωB97M-V functional and the def2-TZVPD basis", "symbols": ["Zr", "F", "C", "F", "F", "S", "O", "O", "N", "S", "O", "O", "C", "F", "F", "F", "S", "C", "N", "N", "C", "C", "C", "C", "C", "C", "N", "N", "C", "C", "C", "C", "C", "C", "H", "H", "H", "H", "H", "H", "H", "H", "H", "H", "H"], "positions_angstrom": [[0.206, 0.167, -0.575], [-1.258, -1.061, -2.236], [-0.868, -2.362, -2.520], [-0.151, -2.352, -3.606], [-1.936, -3.091, -2.643], [0.100, -2.940, -0.995], [-0.280, -1.829, -0.043], [-0.307, -4.238, -0.661], [1.663, -2.835, -1.328], [2.298, -1.425, -1.286], [1.565, -0.456, -2.194], [2.260, -0.708, 0.016], [4.091, -1.746, -1.855], [4.679, -2.351, -0.861], [4.012, -2.490, -2.923], [4.608, -0.573, -2.104], [0.166, 0.849, 1.769], [-1.110, 2.022, 1.599], [-1.381, 2.688, 2.797], [-2.368, 3.421, 2.995], [-3.594, 3.746, 2.317], [-4.052, 5.033, 2.585], [-5.258, 5.441, 2.037], [-6.000, 4.547, 1.280], [-5.550, 3.246, 1.071], [-4.334, 2.828, 1.579], [-1.623, 2.412, 0.480], [-1.090, 1.812, -0.586], [-1.450, 2.385, -1.850], [-2.395, 3.395, -1.970], [-2.653, 3.912, -3.231], [-1.982, 3.443, -4.354], [-1.027, 2.446, -4.222], [-0.759, 1.922, -2.964], [-2.294, 3.908, 3.890], [-3.475, 5.712, 3.201], [-5.620, 6.443, 2.219], [-6.949, 4.856, 0.863], [-6.158, 2.546, 0.514], [-4.002, 1.813, 1.430], [-2.922, 3.770, -1.106], [-3.386, 4.699, -3.335], [-2.195, 3.862, -5.327], [-0.478, 2.085, -5.080], [0.037, 1.171, -2.914]], "orbital_gap_ev": 6.16, "lumo_ev": -8.10, "molar_mass_da": 626.70, "e_homo_ev": -14.3, "total_energy_ha": -2993.12049, "charge": 2, "de_lowest_kj_mol": 25.6}

Copy entry 5 word for word.
{"formula": "C15H11Cl4LuN5O2", "method": "the ωB97M-V functional and the def2-TZVPD basis", "symbols": ["Lu", "Cl", "C", "C", "Cl", "C", "Cl", "C", "O", "C", "O", "C", "Cl", "N", "C", "C", "N", "C", "C", "N", "H", "H", "H", "H", "H", "N", "C", "C", "C", "C", "C", "N", "H", "H", "H", "H", "H", "H"], "positions_angstrom": [[0.622, -0.008, 0.243], [-5.707, -1.322, -1.484], [-4.362, -0.761, -0.506], [-4.363, -0.921, 0.899], [-5.746, -1.504, 1.671], [-3.183, -0.660, 1.579], [-3.157, -0.831, 3.274], [-2.096, -0.215, 0.889], [-0.868, -0.112, 1.467], [-2.152, -0.025, -0.464], [-0.973, 0.366, -0.985], [-3.280, -0.295, -1.236], [-3.126, -0.363, -2.942], [-0.604, 5.331, 0.347], [0.391, 4.488, 0.520], [0.295, 3.093, 0.200], [1.282, 2.248, 0.391], [2.412, 2.787, 0.891], [2.523, 4.074, 1.303], [1.544, 4.923, 1.086], [-1.524, 5.138, 0.029], [-0.530, 6.188, 0.897], [-0.679, 2.663, -0.135], [3.218, 2.041, 1.016], [3.399, 4.416, 1.864], [2.478, -1.564, 0.918], [2.266, -2.505, -0.192], [2.976, -3.614, -0.521], [2.465, -4.388, -1.561], [1.338, -4.127, -2.287], [0.678, -2.930, -1.893], [1.141, -2.159, -0.881], [3.454, -1.219, 0.955], [2.236, -1.895, 1.854], [3.850, -3.933, 0.018], [3.081, -5.291, -1.778], [0.909, -4.585, -3.144], [-0.208, -2.527, -2.302]], "orbital_gap_ev": 7.00, "lumo_ev": -3.31, "molar_mass_da": 610.07, "e_homo_ev": -10.3, "total_energy_ha": -4078.68300, "charge": 1}